(P)
# C5H7OP

A single C5H7OP molecule (ωB97M-V/def2-TZVPD, OMol25).

Geometry as ORCA input:
```
! wB97M-V def2-TZVPD RIJCOSX def2/J DEFGRID3
* xyz 0 1
C -1.7229 -0.0292 -1.6389
P -0.2613 -0.8923 -1.3656
C 0.1036 1.2377 -1.5031
O -0.0691 1.9399 -0.3418
C 1.0509 1.0863 -0.3138
C 1.1022 0.0310 0.7899
C -0.0695 -1.0445 0.4749
H -2.2718 0.4400 -0.7656
H -1.9673 -0.0469 -2.7756
H 1.9117 1.5522 -0.4424
H 1.1462 0.6343 1.7254
H 2.1084 -0.3725 0.5829
H 0.1029 -2.0295 0.6422
H -1.1145 -0.7746 0.9166
*
```

Properties
SMILES string: C=P1=C2O[C@H]2CC1
HOMO energy: -7.80 eV
gap between HOMO and LUMO: 7.95 eV

---

(Q)
# C5H7OP

A single C5H7OP molecule (ωB97M-V/def2-TZVPD, OMol25).

Geometry as ORCA input:
```
! wB97M-V def2-TZVPD RIJCOSX def2/J DEFGRID3
* xyz 0 1
C -1.8123 1.6704 -0.5715
P -1.3487 1.3427 0.9889
C -0.8596 -0.3823 0.8520
C -0.1970 -0.8224 -0.4344
C 1.1610 -0.7824 -0.5141
C 2.3493 -0.3706 0.1922
O 2.2702 -1.0701 -1.1374
H -2.3225 0.7793 -1.0827
H -2.3476 2.5580 -0.7753
H -1.6460 -1.0989 1.0661
H -0.1887 -0.5248 1.6670
H -0.8402 -0.8322 -1.3165
H 2.9333 -1.0833 0.8234
H 2.8488 0.6166 0.2422
*
```

Properties
SMILES string: C=PC/C=C1\CO1
HOMO energy: -8.51 eV
gap between HOMO and LUMO: 8.59 eV

---

Most stable structure: (Q)

---

(P)
# CH3N4OP

A single CH3N4OP molecule (ωB97M-V/def2-TZVPD, OMol25).

Geometry as ORCA input:
```
! wB97M-V def2-TZVPD RIJCOSX def2/J DEFGRID3
* xyz 0 1
C 1.5578 0.3459 -0.3860
N 0.3310 -0.5090 -2.1428
N -2.0089 0.2632 1.9484
N 1.0570 0.1512 -1.4684
N -0.9613 0.7692 1.9621
O -0.3642 -1.2721 0.4499
P 0.4462 -0.2902 1.1736
H 2.3962 1.0762 -0.3101
H -0.4310 0.0708 -2.4897
H -2.0228 -0.6053 1.2630
*
```

Properties
HOMO energy (alpha / beta): -7.51 / -7.51 eV
gap between HOMO and LUMO (alpha / beta): 6.26 / 6.25 eV

---

(Q)
# CH3N4OP

A single CH3N4OP molecule (ωB97M-V/def2-TZVPD, OMol25).

Geometry as ORCA input:
```
! wB97M-V def2-TZVPD RIJCOSX def2/J DEFGRID3
* xyz 0 1
H -1.4198 -0.0605 1.2597
N -1.8516 0.3487 0.3167
N -1.3005 1.3240 -0.0968
P 0.1694 1.9300 0.6855
C 0.6760 1.0145 -0.8393
N 1.0889 -0.1435 -0.5955
N 1.0622 -0.4913 0.5878
O 0.5764 0.5521 1.6023
H 0.8169 1.5059 -1.8319
H 0.5592 -1.3900 0.7179
*
```

Properties
SMILES string: [H]/N=N\P1C=NNO1
HOMO energy: -8.64 eV
gap between HOMO and LUMO: 9.04 eV

---

Most stable structure: (Q)

---

(P)
# C5H5N3

2 unconnected molecules or ions with the total composition C5H5N3 (ωB97M-V/def2-TZVPD, OMol25).

Geometry as ORCA input:
```
! wB97M-V def2-TZVPD RIJCOSX def2/J DEFGRID3
* xyz 0 1
C 0.7563 -0.2952 1.3202
N -0.5714 -1.7428 -0.7426
C 0.4673 0.9294 0.9359
C -1.2282 0.4850 -1.0021
C 0.4530 2.2306 0.8602
N -1.0762 -0.6779 -1.1627
C -0.0330 -2.6548 -1.5233
N 0.4787 -3.5143 -2.1022
H 0.0505 -0.9003 1.8715
H 1.6908 -0.7679 1.0504
H -1.8708 1.3105 -1.1880
H 0.7652 2.8354 1.7016
H 0.1178 2.7622 -0.0189
*
```

Properties
HOMO energy (alpha / beta): -9.36 / -9.36 eV
gap between HOMO and LUMO (alpha / beta): 8.96 / 8.96 eV

---

(Q)
# C5H5N3

A single C5H5N3 molecule (ωB97M-V/def2-TZVPD, OMol25).

Geometry as ORCA input:
```
! wB97M-V def2-TZVPD RIJCOSX def2/J DEFGRID3
* xyz 0 1
C -1.2273 1.0390 -0.1201
N -2.2025 0.1444 0.1282
C -1.3490 -1.1003 0.1065
C 0.0673 -0.7620 -0.1467
N 1.3507 -1.1471 -0.0882
C 2.1055 -0.0428 0.1185
C 1.2688 1.1055 -0.0367
N 0.1071 0.6117 -0.1376
H -1.5805 2.1023 0.0095
H -1.3848 -1.3556 1.0871
H -1.6489 -1.5791 -0.8009
H 3.2560 -0.1658 0.3981
H 1.3802 2.2994 0.4613
*
```

Properties
SMILES string: C1=NCc2nccn21
HOMO energy: -8.82 eV
gap between HOMO and LUMO: 9.54 eV

---

(R)
# C5H5N3

A single C5H5N3 molecule (ωB97M-V/def2-TZVPD, OMol25).

Geometry as ORCA input:
```
! wB97M-V def2-TZVPD RIJCOSX def2/J DEFGRID3
* xyz 0 1
C 0.9157 1.8080 -0.0122
C 0.4739 0.5113 -0.2331
C 1.2465 -0.5875 -0.7811
N 0.8265 -1.7911 -0.3894
N -0.0585 -1.4542 0.5077
C -0.7872 -0.1367 0.3400
C -2.1238 0.0455 -0.3848
N -3.4088 -0.0382 -0.5550
H 0.3770 2.5131 0.7639
H 1.9198 2.5482 -0.2535
H 2.3844 -0.9509 -1.1946
H -0.7144 -2.4778 0.8758
H -1.0511 0.0103 1.3162
*
```

Properties
SMILES string: C=C1C=NN[C@@H]1C#N
HOMO energy: -8.58 eV
gap between HOMO and LUMO: 8.20 eV

---

Most stable structure: (Q)